# 1
{
  "formula": "C30H48BrCdN3P2",
  "method": "ωB97M-V/def2-TZVPD",
  "symbols": ["N", "C", "C", "C", "C", "C", "C", "Cd", "P", "C", "C", "C", "C", "C", "C", "C", "Br", "H", "H", "H", "H", "H", "H", "H", "H", "H", "H", "P", "C", "C", "H", "H", "H", "H", "H", "C", "C", "H", "H", "H", "H", "H", "C", "C", "H", "H", "H", "H", "H", "C", "C", "H", "H", "H", "H", "H", "C", "C", "H", "H", "H", "H", "H", "C", "C", "H", "H", "H", "H", "H", "C", "C", "C", "C", "N", "N", "C", "H", "H", "H", "H", "H", "H", "H", "H"],
  "positions_angstrom": [[-2.654, 7.920, -7.020], [-2.062, 6.848, -7.545], [-1.574, 5.790, -6.762], [-1.888, 5.749, -5.375], [-2.530, 6.895, -4.851], [-2.836, 7.972, -5.704], [-1.588, 4.610, -4.519], [-0.054, 0.144, 0.122], [-3.686, -3.062, 3.024], [-1.992, 4.468, -3.226], [-1.797, 3.246, -2.510], [-2.699, 2.821, -1.516], [-2.659, 1.540, -1.014], [-1.783, 0.562, -1.599], [-0.707, 1.050, -2.449], [-0.728, 2.392, -2.856], [-2.690, -1.110, -1.707], [-1.059, 3.793, -5.006], [-2.581, 5.234, -2.731], [-0.953, 5.036, -7.248], [-2.770, 6.961, -3.790], [-1.967, 6.843, -8.637], [-3.259, 8.884, -5.278], [-3.467, 3.511, -1.198], [0.054, 2.807, -3.496], [-3.372, 1.165, -0.282], [0.094, 0.372, -2.780], [0.295, 1.764, 1.963], [-4.048, -3.515, 1.305], [-5.361, -4.243, 0.977], [-3.203, -4.143, 1.006], [-3.982, -2.582, 0.742], [-5.350, -4.525, -0.084], [-5.497, -5.166, 1.553], [-6.235, -3.601, 1.133], [-4.245, -1.310, 3.285], [-4.865, -1.277, 4.698], [-4.979, -1.050, 2.503], [-3.401, -0.604, 3.188], [-5.478, -0.378, 4.858], [-5.500, -2.168, 4.831], [-4.073, -1.312, 5.464], [-1.890, -2.921, 3.299], [-1.266, -4.242, 3.759], [-1.724, -2.141, 4.057], [-1.465, -2.549, 2.359], [-0.303, -4.064, 4.242], [-1.914, -4.730, 4.491], [-1.115, -4.918, 2.917], [1.659, 1.267, 3.094], [2.577, 2.372, 3.617], [2.247, 0.534, 2.517], [1.215, 0.712, 3.935], [3.292, 2.701, 2.851], [2.020, 3.248, 3.970], [3.172, 1.996, 4.458], [-1.252, 1.843, 2.969], [-2.241, 3.000, 2.807], [-0.958, 1.759, 4.028], [-1.782, 0.903, 2.733], [-1.771, 3.974, 2.975], [-2.722, 3.009, 1.822], [-3.047, 2.893, 3.547], [0.759, 3.400, 1.276], [1.941, 3.492, 0.298], [0.939, 4.083, 2.118], [-0.145, 3.776, 0.773], [2.050, 4.529, -0.050], [2.897, 3.201, 0.753], [1.786, 2.882, -0.602], [2.520, -3.854, -3.251], [2.454, -2.646, -2.406], [3.490, -1.783, -2.081], [2.928, -0.763, -1.291], [1.601, -0.993, -1.120], [1.349, -2.157, -1.802], [3.665, 0.372, -0.704], [2.833, -3.602, -4.276], [3.280, -4.554, -2.873], [1.567, -4.391, -3.311], [4.533, -1.885, -2.353], [0.407, -2.541, -1.823], [4.684, 0.054, -0.434], [3.768, 1.206, -1.418], [3.180, 0.750, 0.203]],
  "mulliken_charge": [-0.54, -0.31, -0.50, 0.59, -0.42, -0.33, 0.01, 1.19, -0.16, -0.80, 0.87, -1.10, -0.03, -0.82, 0.12, -0.95, 0.02, 0.40, 0.27, 0.35, 0.28, 0.37, 0.36, 0.47, 0.62, 0.67, 0.52, 0.05, 0.05, -1.25, 0.44, -0.15, 0.37, 0.35, 0.31, 0.58, -1.23, 0.46, -0.73, 0.38, 0.37, 0.31, 0.04, -1.24, 0.33, -0.14, 0.37, 0.37, 0.31, -0.45, -1.18, 0.39, 0.50, 0.26, 0.31, 0.40, 0.38, -1.28, 0.51, -0.50, 0.38, 0.23, 0.43, -0.56, -1.02, 0.56, 0.40, 0.41, 0.21, 0.10, -1.19, 0.69, -0.97, 0.34, -0.20, -0.02, -0.74, 0.30, 0.33, 0.33, 0.43, 0.15, 0.43, 0.25, -0.13],
  "charge": 2,
  "e_lumo_ev": -7.00,
  "orbital_gap_ev": 4.73,
  "e_homo_ev": -11.73,
  "de_lowest_kcal_mol": 15.4
}

=====

# 2
{
  "formula": "C30H48Cl2FN2O10PS2SiTc",
  "method": "ωB97M-V/def2-TZVPD",
  "symbols": ["Tc", "C", "C", "O", "P", "S", "S", "O", "C", "C", "H", "H", "H", "H", "H", "H", "H", "H", "H", "H", "Cl", "C", "Cl", "H", "H", "F", "C", "C", "N", "C", "C", "O", "O", "C", "O", "N", "C", "O", "H", "H", "H", "H", "C", "C", "C", "C", "O", "Si", "O", "O", "C", "C", "C", "C", "O", "C", "C", "C", "C", "H", "H", "H", "H", "H", "H", "H", "H", "H", "H", "H", "H", "H", "H", "H", "H", "H", "H", "H", "H", "H", "H", "H", "H", "H", "H", "H", "C", "C", "C", "C", "C", "C", "C", "H", "H", "H", "H", "H"],
  "positions_angstrom": [[0.409, -0.150, -1.010], [-2.688, 5.553, -2.375], [-1.622, 4.971, -1.477], [-1.747, 3.533, -1.434], [-0.693, 2.587, -2.165], [0.775, 2.188, -0.773], [-0.218, 3.170, -3.931], [-1.464, 1.166, -2.057], [-2.347, 0.706, -3.125], [-3.570, 1.585, -3.258], [-2.603, 6.641, -2.391], [-3.681, 5.289, -2.011], [-2.569, 5.179, -3.391], [-1.738, 5.302, -0.445], [-0.624, 5.246, -1.822], [-2.601, -0.315, -2.845], [-1.767, 0.679, -4.045], [-4.010, 1.790, -2.284], [-4.308, 1.071, -3.874], [-3.319, 2.532, -3.734], [-0.375, -2.571, -1.405], [0.981, -3.673, -1.014], [1.394, -3.674, 0.683], [1.834, -3.346, -1.594], [0.646, -4.663, -1.306], [3.684, -4.565, -3.151], [3.869, -3.285, -3.513], [2.896, -2.589, -4.107], [3.051, -1.275, -4.479], [1.892, -0.568, -5.032], [0.725, -0.692, -4.048], [-0.225, -1.416, -4.291], [0.895, 0.021, -2.984], [4.220, -0.585, -4.215], [4.384, 0.587, -4.457], [5.220, -1.365, -3.650], [5.178, -2.696, -3.257], [6.131, -3.259, -2.773], [1.931, -3.032, -4.327], [1.621, -1.013, -5.988], [2.173, 0.475, -5.154], [6.088, -0.878, -3.475], [-3.030, -3.372, 2.594], [-1.949, -2.691, 3.427], [-2.577, -1.823, 4.512], [-1.029, -3.725, 4.063], [-1.137, -1.906, 2.536], [-1.340, -0.368, 2.027], [-0.661, -0.215, 0.561], [-0.751, 0.717, 3.091], [0.537, 0.983, 3.647], [0.486, 0.613, 5.124], [1.618, 0.178, 2.938], [0.787, 2.475, 3.468], [-2.941, -0.093, 1.969], [-3.718, 0.937, 1.352], [-2.926, 2.237, 1.279], [-4.958, 1.111, 2.219], [-4.096, 0.450, -0.041], [-3.642, -4.027, 3.216], [-2.569, -3.968, 1.805], [-3.671, -2.621, 2.133], [-3.144, -2.448, 5.203], [-3.249, -1.084, 4.078], [-1.807, -1.297, 5.077], [-1.594, -4.380, 4.727], [-0.250, -3.230, 4.646], [-0.556, -4.335, 3.297], [0.300, -0.455, 5.239], [-0.313, 1.162, 5.623], [1.433, 0.851, 5.611], [1.439, -0.894, 3.048], [2.600, 0.413, 3.351], [1.622, 0.421, 1.877], [0.015, 3.048, 3.982], [0.758, 2.730, 2.407], [1.761, 2.757, 3.873], [-2.564, 2.510, 2.270], [-3.557, 3.041, 0.897], [-2.067, 2.135, 0.614], [-4.680, 1.482, 3.206], [-5.465, 0.153, 2.341], [-5.651, 1.818, 1.762], [-3.196, 0.318, -0.641], [-4.748, 1.172, -0.537], [-4.620, -0.505, 0.026], [2.023, -0.496, -0.558], [3.431, -0.487, -0.322], [4.081, -1.442, 0.466], [5.451, -1.364, 0.629], [6.170, -0.335, 0.031], [5.523, 0.615, -0.750], [4.155, 0.540, -0.944], [3.511, -2.232, 0.937], [5.962, -2.109, 1.222], [7.242, -0.282, 0.166], [6.085, 1.408, -1.225], [3.637, 1.254, -1.569]],
  "nbo_charge": [0.77, -0.63, -0.06, -0.85, 1.68, -0.33, -0.57, -0.88, -0.06, -0.65, 0.22, 0.21, 0.23, 0.19, 0.20, 0.20, 0.22, 0.22, 0.22, 0.22, 0.13, -0.39, 0.03, 0.23, 0.24, -0.30, 0.22, -0.02, -0.41, -0.32, 0.79, -0.65, -0.72, 0.80, -0.61, -0.63, 0.60, -0.57, 0.25, 0.22, 0.27, 0.44, -0.63, 0.28, -0.65, -0.62, -0.94, 2.52, -1.11, -0.94, 0.28, -0.62, -0.64, -0.62, -0.95, 0.29, -0.64, -0.62, -0.62, 0.21, 0.21, 0.22, 0.21, 0.24, 0.21, 0.21, 0.21, 0.21, 0.21, 0.22, 0.21, 0.22, 0.21, 0.21, 0.21, 0.22, 0.20, 0.22, 0.21, 0.22, 0.21, 0.21, 0.21, 0.21, 0.20, 0.21, 0.33, -0.19, -0.17, -0.21, -0.17, -0.21, -0.17, 0.23, 0.23, 0.22, 0.23, 0.25],
  "e_lumo_ev": [-0.88, -1.00],
  "s2": 0.79,
  "multiplicity": 2,
  "orbital_gap_ev": [7.53, 7.62],
  "e_homo_ev": [-8.41, -8.62],
  "de_lowest_kcal_mol": 0.0
}

=====

# 3
{
  "formula": "C30H48Cl2HgN3O6Si",
  "method": "ωB97M-V/def2-TZVPD",
  "symbols": ["C", "C", "H", "H", "H", "C", "C", "H", "H", "H", "H", "Hg", "Cl", "C", "O", "N", "C", "C", "H", "H", "H", "H", "H", "H", "H", "H", "H", "C", "C", "N", "H", "C", "O", "H", "H", "H", "H", "H", "H", "C", "C", "N", "H", "C", "O", "H", "H", "H", "H", "O", "C", "C", "C", "H", "C", "H", "C", "H", "C", "C", "H", "H", "H", "Si", "Cl", "C", "C", "C", "H", "H", "H", "H", "H", "H", "H", "H", "H", "O", "C", "O", "C", "C", "C", "C", "C", "C", "H", "H", "H", "H", "H"],
  "positions_angstrom": [[0.312, 0.996, -4.322], [1.521, 0.141, -4.470], [0.510, 1.883, -3.718], [-0.519, 0.437, -3.887], [0.022, 1.363, -5.308], [2.330, 0.269, -5.542], [2.192, 1.315, -6.594], [3.173, -0.400, -5.717], [2.047, 2.310, -6.160], [1.383, 1.167, -7.322], [3.116, 1.328, -7.181], [-0.984, -1.527, -0.984], [-0.775, -3.258, -2.537], [-0.077, -2.449, 1.721], [0.218, -1.362, 1.163], [0.316, -2.782, 2.946], [1.257, -1.938, 3.678], [0.030, -4.121, 3.430], [-0.724, -3.205, 1.256], [0.872, -0.909, 3.744], [2.248, -1.965, 3.202], [1.334, -2.370, 4.679], [-0.985, -4.398, 3.126], [0.119, -4.116, 4.516], [0.751, -4.842, 3.017], [-2.950, 0.535, 5.861], [-4.749, 0.838, 3.502], [-2.668, 1.468, 5.345], [-3.989, 1.589, 3.244], [-2.730, 1.288, 3.903], [-1.642, 1.729, 5.618], [-1.679, 0.739, 3.250], [-0.596, 0.502, 3.796], [-3.828, 1.603, 2.158], [-1.887, 0.541, 2.175], [-3.360, 2.271, 5.623], [-4.342, 2.573, 3.585], [-1.807, 3.746, -0.477], [0.901, 4.050, -1.545], [-1.525, 4.763, -0.151], [0.799, 5.017, -1.022], [-0.096, 4.871, 0.112], [-2.054, 5.012, 0.778], [0.404, 4.570, 1.346], [1.599, 4.412, 1.595], [1.791, 5.325, -0.669], [-0.409, 4.493, 2.104], [-1.798, 5.481, -0.932], [0.362, 5.731, -1.729], [1.235, -0.736, -2.121], [1.665, -1.015, -3.460], [4.238, -1.095, -3.664], [3.006, -1.721, -3.451], [4.275, -0.030, -3.913], [5.405, -1.872, -3.595], [0.914, -1.771, -3.778], [2.913, -3.078, -3.161], [6.368, -1.386, -3.755], [5.316, -3.232, -3.313], [4.071, -3.838, -3.104], [1.916, -3.490, -2.985], [6.223, -3.830, -3.243], [3.991, -4.899, -2.892], [2.164, 0.289, -0.716], [0.879, 1.884, -1.039], [3.748, 1.065, -1.363], [2.845, -1.417, -0.110], [2.112, 1.062, 1.147], [4.491, 0.278, -1.492], [4.116, 1.756, -0.596], [3.615, 1.604, -2.303], [2.917, 0.664, 1.776], [1.159, 0.975, 1.695], [2.280, 2.148, 1.087], [3.792, -1.633, -0.624], [2.146, -2.215, -0.378], [3.023, -1.457, 0.969], [-2.761, -0.756, 0.231], [-3.229, -1.746, 0.942], [-2.713, -2.868, 1.140], [-4.559, -1.459, 1.601], [-4.842, -2.016, 2.855], [-6.023, -1.688, 3.534], [-6.950, -0.837, 2.925], [-6.713, -0.347, 1.627], [-5.528, -0.663, 0.962], [-4.110, -2.705, 3.283], [-6.205, -2.094, 4.533], [-7.859, -0.552, 3.454], [-7.451, 0.294, 1.138], [-5.312, -0.291, -0.048]],
  "mulliken_charge": [-1.65, 0.54, 0.20, 0.16, 0.56, -0.02, -1.68, 0.52, 0.33, 0.32, 0.39, 1.57, -0.63, -0.82, -0.52, 0.40, -0.66, -0.99, 0.72, 0.21, 0.26, 0.35, 0.34, 0.29, 0.33, 0.28, 0.29, -1.02, -0.94, 0.18, 0.33, 0.48, -0.81, 0.27, 0.12, 0.33, 0.43, 0.25, 0.16, -0.85, -0.71, 0.18, 0.33, 0.17, -0.59, 0.30, 0.24, 0.30, 0.33, -0.11, -0.78, 0.19, 0.51, 0.65, -1.14, 0.52, -0.32, 0.35, -0.58, -0.72, 0.22, 0.35, 0.41, 2.27, -0.41, -1.57, -1.21, -1.62, 0.30, 0.33, 0.30, 0.32, 0.16, 0.34, 0.39, -0.01, 0.19, -1.00, 0.78, -0.71, 0.30, -0.45, -0.56, -0.45, -0.48, -0.08, 0.38, 0.35, 0.36, 0.35, 0.34],
  "charge": -1,
  "e_lumo_ev": 2.23,
  "orbital_gap_ev": 6.77,
  "e_homo_ev": -4.55
}

=====

Number 1: calculated total energy -129528.012 eV. Number 2: calculated total energy -124151.772 eV. Number 3: calculated total energy -85744.953 eV.